95
Properties=species:S:1:pos:R:3:forces:R:3:lowdin_charge:R:1 method="wB97M-V/def2-TZVPD" total_energy_ha=-2006.38867 fmax_ev_per_a=9.85 charge=-1 de_lowest_kcal_mol=98.3 multiplicity=1
C -0.626611 0.360958 0.084379 4.142 -1.085 5.417 -0.281
O -0.825611 -0.975042 0.205379 0.111 -0.487 -0.830 -0.453
H -1.354611 0.746958 -0.433621 -3.949 3.062 -3.113 -0.016
H 0.368389 0.542958 -0.369621 -0.238 0.816 0.321 0.065
H -0.696611 0.858958 1.245379 0.509 -0.430 -2.784 0.130
N 1.620389 0.742958 4.074379 2.178 1.633 0.406 0.054
C 2.695389 1.418958 4.610379 1.564 -1.145 -0.615 -0.148
C 2.276389 2.612958 5.066379 -3.672 -2.247 -1.902 -0.089
C 0.847389 2.684958 4.691379 2.435 3.342 2.238 -0.088
C 0.578389 1.580958 4.036379 0.222 -1.192 0.307 -0.178
H 1.749389 -0.099042 3.612379 -0.134 -1.741 -1.037 0.043
H 3.758389 1.105958 4.410379 -1.464 -0.118 0.708 0.129
H 2.882389 3.237958 5.540379 2.083 2.950 1.866 0.035
H 0.256389 3.561958 4.929379 -0.244 -0.364 -0.375 0.088
H -0.194611 1.351958 3.437379 -2.976 -0.920 -1.450 0.063
N 1.557389 -1.391042 -1.627621 -3.133 -1.954 1.841 -0.015
C 2.126389 -2.588042 -1.280621 2.937 0.175 -0.272 -0.123
C 3.198389 -2.835042 -2.149621 -6.770 7.102 -0.877 -0.020
C 2.989389 -1.809042 -3.253621 3.083 -3.106 -0.379 -0.086
C 1.945389 -1.060042 -2.872621 0.120 0.503 -0.526 -0.210
H 0.596389 -1.306042 -1.165621 1.114 0.604 -0.875 0.127
H 1.813389 -3.046042 -0.361621 0.137 -0.232 0.032 0.077
H 3.781389 -3.579042 -2.156621 4.494 -5.462 -0.010 0.001
H 3.655389 -1.870042 -4.222621 -1.844 0.611 2.058 0.130
H 1.322389 -0.431042 -3.411621 -0.528 1.538 -0.978 0.097
N -3.391611 4.684958 0.318379 3.813 1.408 3.681 -0.031
C -4.111611 5.556958 -0.336621 -3.419 -0.982 -2.365 -0.194
C -4.746611 4.847958 -1.330621 0.354 -1.616 -2.766 -0.061
C -4.036611 3.427958 -1.307621 -2.031 2.272 -2.151 -0.066
C -3.131611 3.562958 -0.334621 0.023 -4.227 0.200 -0.204
H -3.025611 4.967958 1.204379 0.744 -0.313 0.169 0.152
H -4.304611 6.526958 0.009379 -0.095 1.037 0.457 0.096
H -5.418611 5.292958 -2.173621 1.324 -1.105 1.867 0.101
H -4.113611 2.468958 -1.893621 -0.250 1.669 0.317 0.095
H -2.507611 2.652958 -0.090621 -0.421 1.834 0.596 0.116
N 3.761389 0.414958 -0.721621 0.609 0.497 0.931 0.006
C 4.877389 0.596958 -1.468621 -0.234 1.288 0.980 -0.129
C 5.560389 1.626958 -0.848621 1.152 0.132 0.980 -0.102
C 4.854389 1.855958 0.469379 1.763 0.685 -3.268 -0.088
C 3.703389 1.118958 0.429379 1.314 0.859 1.514 -0.146
H 3.133389 -0.269042 -0.894621 -2.345 -2.592 -0.920 0.038
H 4.960389 -0.061042 -2.307621 0.398 0.297 -0.506 0.101
H 6.523389 2.138958 -1.235621 -1.835 -1.074 0.941 0.112
H 5.275389 2.613958 1.093379 -0.487 0.104 0.772 0.074
H 3.003389 1.028958 1.277379 0.031 -0.217 -1.127 0.115
N 0.664389 -1.649042 2.243379 0.917 -1.120 1.651 -0.010
C 0.122389 -2.197042 3.405379 -1.586 1.562 -0.420 -0.142
C 1.159389 -2.565042 4.196379 3.237 0.606 -3.459 -0.073
C 2.494389 -2.325042 3.354379 -3.447 0.341 0.559 -0.052
C 2.048389 -1.747042 2.162379 -0.326 0.003 0.321 -0.170
H 0.094389 -1.128042 1.641379 -1.045 0.382 -1.894 0.034
H -1.083611 -2.092042 3.603379 3.562 -0.425 -0.581 0.170
H 1.086389 -3.028042 5.107379 0.066 -0.937 2.038 0.040
H 3.524389 -2.443042 3.655379 -0.173 -0.282 0.071 0.068
H 2.573389 -1.363042 1.207379 -0.858 -0.793 2.043 0.120
N -2.259611 -1.184042 -2.308621 0.277 -2.097 -2.650 0.051
C -3.591611 -1.089042 -2.690621 1.258 0.564 0.934 -0.156
C -3.756611 -1.776042 -3.842621 -0.551 -0.420 -2.219 -0.124
C -2.470611 -2.398042 -4.227621 -2.567 2.586 3.048 -0.080
C -1.607611 -2.045042 -3.237621 -2.792 1.740 0.350 -0.125
H -1.742611 -0.849042 -1.521621 -0.288 -0.080 0.986 0.069
H -4.269611 -0.519042 -2.075621 -0.104 0.021 -0.162 0.102
H -4.675611 -1.707042 -4.513621 1.332 -0.411 1.260 0.105
H -2.413611 -2.967042 -5.066621 0.791 -1.594 -2.051 0.050
H -0.628611 -2.299042 -3.126621 2.527 -0.567 0.471 0.066
N 2.952389 3.110958 -2.057621 0.881 1.687 0.578 0.011
C 3.542389 4.293958 -2.608621 -2.596 -3.040 -0.074 -0.088
C 2.613389 4.672958 -3.530621 -1.991 -1.046 0.855 -0.100
C 1.388389 3.777958 -3.374621 0.850 1.982 -1.369 -0.087
C 1.673389 2.835958 -2.445621 2.527 3.117 -1.728 -0.140
H 3.538389 2.511958 -1.575621 0.899 -1.300 1.428 0.029
H 4.505389 4.643958 -2.253621 -0.230 -0.204 -0.350 0.104
H 2.726389 5.533958 -4.120621 -0.268 0.893 -0.819 0.053
H 0.401389 3.864958 -3.851621 0.769 0.239 0.105 0.086
H 0.981389 2.218958 -2.021621 -1.029 -2.085 1.219 0.068
N -1.143611 -3.558042 0.105379 -0.824 -2.060 -2.472 0.027
C -0.154611 -4.421042 0.496379 -3.856 -3.937 -0.835 -0.125
C -0.697611 -5.709042 0.083379 1.313 -0.954 -1.285 -0.108
C -1.781611 -5.526042 -0.870621 2.553 5.262 4.287 -0.099
C -2.080611 -4.161042 -0.838621 5.440 -2.942 4.299 -0.058
H -0.971611 -2.593042 0.162379 -0.271 1.793 -0.023 0.020
H 0.647389 -4.179042 1.163379 0.023 0.184 0.238 0.080
H -0.374611 -6.810042 0.166379 0.291 2.166 0.403 0.091
H -2.149611 -6.182042 -1.509621 -1.832 -3.064 -2.389 0.030
H -2.759611 -3.650042 -1.330621 -3.031 2.718 -2.089 0.035
N -3.088611 -0.564042 1.746379 0.857 -1.725 -0.307 -0.003
C -4.077611 0.366958 2.011379 4.389 0.329 -1.782 -0.211
C -5.170611 -0.226042 2.360379 -2.811 -4.636 -0.377 -0.092
C -4.925611 -1.818042 2.140379 2.941 3.621 0.621 -0.022
C -3.540611 -1.927042 1.856379 -4.107 5.080 0.676 -0.094
H -2.290611 -0.391042 1.123379 -0.238 -0.368 0.667 0.058
H -3.802611 1.397958 1.751379 -0.550 -0.406 0.505 0.107
H -6.044611 0.382958 2.435379 -0.892 -0.487 0.424 0.064
H -5.481611 -2.671042 2.409379 -1.035 -0.447 0.329 0.040
H -2.887611 -2.731042 1.916379 1.013 -1.256 -0.499 0.063

***

75
Properties=species:S:1:pos:R:3:forces:R:3:lowdin_charge:R:1 method="wB97M-V/def2-TZVPD" total_energy_ha=-2979.03475 fmax_ev_per_a=6.01 charge=-1 de_lowest_kcal_mol=136.1 multiplicity=1
C -0.985423 3.771395 1.248928 0.206 0.374 0.277 -0.147
C -0.766555 3.227886 -0.261555 0.791 0.996 0.727 -0.254
C 0.051021 1.843964 -0.265004 0.972 1.923 -0.080 -0.401
F 0.517812 1.640695 1.120182 -0.395 -0.276 -1.525 -0.196
Sb -1.137001 0.095308 -1.021627 -0.745 1.089 1.806 1.209
C -2.229281 0.097826 0.915948 -1.870 -0.382 0.890 -0.352
C -3.542360 1.057655 0.854395 -0.422 -0.689 0.314 -0.285
C -4.734076 0.454036 1.798348 0.104 0.789 -0.614 -0.253
C -5.283589 1.558158 2.832939 1.143 -0.595 1.457 -0.489
S -6.416168 2.793681 2.031530 -0.225 0.991 0.831 0.875
C -6.642530 4.193335 3.219687 -1.103 0.363 1.300 -0.542
N -7.828391 4.712302 3.828319 5.332 -1.186 -1.715 -0.007
N -7.412850 5.771777 4.611532 5.858 -0.135 -1.356 -0.022
C -5.983348 5.876884 4.457901 -3.262 -1.264 -0.250 -0.093
O -5.442197 4.867919 3.587841 -4.641 1.549 1.679 -0.056
C -2.421432 -1.615593 -1.643228 -1.629 -1.151 0.398 -0.404
P -1.970462 -3.271011 -0.871049 0.977 -2.535 -3.364 0.579
O -1.310765 -4.171962 -1.959338 -1.136 2.224 2.837 -0.404
O -0.973886 -3.155187 0.497903 -1.859 -0.168 -1.580 -0.222
O -3.458232 -4.070951 -0.484648 1.993 1.180 -0.407 -0.236
C -0.194752 0.225482 -3.032628 1.579 -0.453 -2.152 -0.469
F 0.233664 1.599392 -3.281342 -0.777 -2.143 0.188 -0.092
F -1.105714 -0.082893 -4.132830 1.381 0.666 1.738 -0.081
C 1.088477 -0.693712 -3.263061 3.502 -1.246 -1.820 -0.087
C 2.115629 -0.201571 -4.341578 0.776 -3.015 1.422 0.011
C 3.390296 -1.007013 -4.713933 -2.887 -1.320 2.801 -0.057
C 3.657123 -2.350402 -3.999305 -2.565 1.864 0.675 -0.015
C 2.656858 -2.856288 -2.892383 -0.297 2.625 -1.920 -0.060
C 3.015259 -4.244806 -2.160137 -0.008 1.469 -0.792 -0.367
F 2.923378 -5.327148 -3.079638 0.215 2.099 2.691 0.062
F 4.386259 -4.136100 -1.762195 -2.854 -0.959 -0.467 0.032
F 2.212323 -4.470248 -1.003825 2.136 0.075 -2.847 0.057
C 1.394871 -2.031994 -2.559644 1.949 0.736 -1.880 0.035
H -1.628861 4.730452 1.276055 0.805 -1.569 -0.239 0.071
H 0.015451 4.070560 1.745093 -1.501 -0.620 -0.959 0.075
H -1.449776 2.987631 1.942817 0.570 1.103 -1.120 0.054
H -0.121056 4.034553 -0.781518 -1.054 -1.244 0.652 0.102
H -1.754824 3.203430 -0.831083 1.254 -0.320 0.827 0.072
H 1.021516 2.003970 -0.874469 -1.448 -0.337 1.022 0.090
H -2.344687 1.256995 -1.606539 0.149 -0.284 -0.312 -0.010
H 0.109473 -0.927148 -0.360676 0.093 -0.052 -0.222 -0.023
H -2.661303 -0.969379 1.062676 0.799 1.513 -0.217 0.038
H -1.576658 0.295612 1.831163 -0.824 -0.015 -1.271 0.063
H -3.996044 1.106083 -0.202256 1.009 -0.069 1.400 0.077
H -3.321049 2.135282 1.158470 -0.190 -1.436 -0.383 0.079
H -5.561768 0.071132 1.101743 0.988 0.483 1.195 0.105
H -4.310703 -0.437754 2.368808 -0.753 1.306 -0.489 0.104
H -4.345269 2.080842 3.261999 -1.596 -0.641 -0.703 0.093
H -5.850458 1.097832 3.717710 0.782 0.540 -1.378 0.081
H -5.269741 6.629128 4.933023 -1.280 -1.382 -0.823 0.131
H -3.499261 -1.379845 -1.289569 1.746 -0.179 -0.408 0.041
H -2.494546 -1.771165 -2.773352 0.374 -0.124 1.588 0.045
H -0.040452 -3.372866 0.274824 -0.991 0.038 -0.177 0.060
H -3.686553 -4.490786 -1.354259 0.493 0.425 1.021 0.068
H 1.938045 0.771405 -4.900118 0.119 -1.446 1.001 0.099
H 4.073130 -0.587426 -5.526912 -1.002 -0.861 1.403 0.087
H 4.589562 -2.955432 -4.299174 -1.725 0.979 0.728 0.106
H 0.694583 -2.444584 -1.769463 1.010 0.627 -1.367 0.044
C 4.268983 0.473265 0.889128 -0.259 0.213 0.075 -0.069
C 4.162125 -0.886036 0.203078 0.346 0.096 0.178 -0.418
C 4.365371 -2.079807 1.158623 -0.130 -0.136 -0.328 -0.193
O 5.721867 -2.314101 1.531943 -0.284 0.085 0.258 -0.191
C 6.202967 -1.466385 2.560037 0.234 -0.165 -0.245 -0.116
N 5.107345 -0.926819 -0.919957 0.066 -0.284 0.083 0.053
H 5.301163 0.764357 1.091562 0.018 -0.114 -0.041 0.059
H 3.836262 1.251915 0.254567 0.044 -0.133 0.035 0.075
H 3.720545 0.478394 1.836536 0.023 0.019 -0.091 0.080
H 3.146704 -0.962959 -0.202423 0.052 -0.109 0.019 0.125
H 4.045609 -2.986982 0.636149 0.154 0.040 0.019 0.105
H 3.730017 -1.995390 2.048725 0.064 0.154 0.075 0.120
H 5.425951 -1.222590 3.291001 -0.028 0.060 -0.077 0.089
H 6.620946 -0.553810 2.129600 -0.088 0.149 0.186 0.071
H 7.013660 -1.985354 3.076114 -0.072 -0.084 -0.047 0.082
H 4.956038 -1.788125 -1.442130 -0.065 0.179 -0.066 0.039
H 6.041739 -1.038913 -0.524048 -0.143 0.096 -0.063 0.068

***

Number 1: LUMO 2.45 eV. Number 2: LUMO 1.92 eV.